Density functional theory data (wB97M-V/def2-TZVPD) for a structure of composition C29H40MnN4O5SSi at a distorted geometry.

Each line ends with the Löwdin spin population.
Geometry (Å):
Mn: 0.004 0.137 0.252  4.16
N: -1.524 -0.365 -1.944  0.03
C: -1.600 -1.804 -2.129  0.00
C: -0.270 -2.485 -1.731  0.01
O: 0.002 -3.593 -2.221  0.01
N: 0.442 -1.773 -0.888  0.04
C: 1.659 -2.399 -0.425  0.00
C: 2.362 -1.506 0.609  0.01
O: 3.462 -1.820 1.051  0.01
O: 1.751 -0.428 0.908  0.03
H: -2.439 0.070 -1.988  0.00
H: -0.924 0.043 -2.655  0.00
H: -1.838 -2.094 -3.168  0.00
H: -2.375 -2.209 -1.473  0.00
H: 2.337 -2.623 -1.265  0.00
H: 1.440 -3.353 0.074  0.00
C: 2.511 0.029 7.872  0.00
C: 1.719 -0.388 6.663  0.00
C: 0.776 -1.409 6.750  0.00
C: 0.078 -1.819 5.632  0.00
C: 0.310 -1.208 4.410  0.00
C: 1.235 -0.183 4.305  0.00
C: 1.932 0.224 5.425  0.00
S: -0.510 -1.828 2.922  0.01
O: -1.670 -2.581 3.374  0.01
O: 0.492 -2.624 2.265  0.00
N: -0.898 -0.543 2.028  0.03
C: -1.951 0.223 2.479  0.03
C: -2.527 0.110 3.751  0.04
C: -3.623 0.876 4.098  0.03
C: -4.171 1.778 3.201  0.05
C: -3.596 1.961 1.935  0.03
C: -4.096 2.892 0.998  0.25
C: -3.456 2.992 -0.242  0.06
C: -2.346 2.230 -0.504  0.14
N: -1.789 1.361 0.382  0.15
C: -2.453 1.194 1.580  0.04
H: 2.036 -0.323 8.787  0.00
H: 2.605 1.115 7.916  0.00
H: 3.521 -0.388 7.838  0.00
H: 0.596 -1.887 7.705  0.00
H: -0.659 -2.609 5.677  0.00
H: 1.400 0.271 3.339  0.00
H: 2.656 1.024 5.348  0.00
H: -2.122 -0.596 4.455  0.00
H: -4.060 0.763 5.084  0.00
H: -5.042 2.366 3.471  0.00
H: -4.951 3.508 1.243  0.02
H: -3.823 3.679 -0.995  0.00
H: -1.846 2.302 -1.457  0.01
C: 0.433 3.470 -1.892  -0.02
Si: 1.281 1.933 -0.962  -0.13
C: 2.269 3.016 0.453  -0.02
C: 3.436 2.226 1.041  0.00
C: 1.246 3.251 1.569  0.01
C: 2.807 4.383 0.019  -0.01
C: 2.555 1.455 -2.488  -0.03
C: 1.703 0.751 -3.546  0.00
C: 3.621 0.457 -2.044  0.00
C: 3.272 2.629 -3.161  -0.01
H: 1.151 4.189 -2.268  0.00
H: -0.237 3.994 -1.222  0.00
H: -0.159 3.136 -2.739  0.00
H: 3.135 1.211 1.283  0.00
H: 3.807 2.705 1.952  0.00
H: 4.260 2.175 0.333  0.00
H: 0.831 2.298 1.909  0.00
H: 0.416 3.858 1.215  0.00
H: 1.705 3.758 2.422  0.00
H: 3.536 4.279 -0.779  0.00
H: 3.302 4.874 0.862  0.00
H: 2.008 5.030 -0.330  0.00
H: 1.278 -0.158 -3.123  0.00
H: 2.306 0.479 -4.415  0.00
H: 0.893 1.392 -3.887  0.00
H: 3.167 -0.386 -1.536  0.00
H: 4.337 0.911 -1.367  0.00
H: 4.170 0.082 -2.913  0.00
H: 2.567 3.317 -3.618  0.00
H: 3.939 2.260 -3.945  0.00
H: 3.877 3.179 -2.446  0.00

The HOMO energy (spin up / spin down) is 0.27 / -2.10 eV. The total charge is -2. As for the HOMO-LUMO gap (spin up / spin down): 4.02 / 6.40 eV. The relative energy (zero: lowest compared OMol25 entry of this formula, charge and spin) is 22.53 kcal/mol. The spin multiplicity is 6.

Density functional theory data (wB97M-V/def2-TZVPD) for a structure of composition C29H40N3O3Si3Y.

Each line ends with the natural charge from an NBO analysis.
Geometry (Å):
Y: -0.655 -0.052 -0.196  2.17
C: -3.135 -3.659 -2.267  -0.25
O: -3.459 -3.860 -0.893  -0.52
C: -4.083 -2.840 -0.232  0.22
C: -5.261 -3.139 0.419  -0.22
C: -5.932 -2.189 1.192  -0.24
C: -5.391 -0.931 1.306  -0.17
C: -4.171 -0.612 0.689  -0.21
C: -3.666 0.739 0.853  0.19
N: -2.451 1.098 0.654  -0.47
N: -2.249 2.490 0.647  -0.41
C: -1.388 2.831 -0.268  0.55
O: -0.728 1.994 -1.023  -0.88
C: -1.176 4.289 -0.496  -0.06
C: -0.294 4.687 -1.495  -0.19
C: -0.078 6.035 -1.743  -0.22
C: -0.742 6.992 -0.992  -0.20
C: -1.628 6.599 0.006  -0.22
C: -1.848 5.254 0.253  -0.18
C: -3.496 -1.557 -0.123  0.34
O: -2.379 -1.275 -0.748  -0.89
H: -2.442 -4.453 -2.535  0.19
H: -2.671 -2.692 -2.437  0.20
H: -4.036 -3.747 -2.881  0.17
H: -5.652 -4.143 0.304  0.22
H: -6.865 -2.442 1.679  0.22
H: -5.888 -0.167 1.893  0.21
H: -4.370 1.523 1.130  0.20
H: 0.213 3.924 -2.070  0.23
H: 0.609 6.338 -2.524  0.21
H: -0.574 8.045 -1.183  0.21
H: -2.150 7.346 0.590  0.21
H: -2.536 4.931 1.023  0.23
C: 4.374 1.040 -1.170  -1.14
Si: 2.522 1.295 -0.935  1.78
C: 1.863 1.458 -2.698  -1.11
C: 2.322 2.951 -0.073  -1.13
C: 1.728 -0.111 0.007  -2.13
Si: 2.020 -0.018 1.840  1.76
C: 1.911 -1.647 2.786  -1.12
C: 0.655 1.056 2.587  -1.12
C: 3.705 0.646 2.331  -1.13
Si: 2.131 -1.753 -0.694  1.73
C: 3.842 -2.456 -0.404  -1.14
C: 1.755 -1.884 -2.533  -1.11
C: 0.904 -2.983 0.105  -0.19
C: 1.130 -4.358 0.140  -0.19
C: 0.219 -5.196 0.762  -0.17
C: -0.914 -4.642 1.336  -0.24
C: -1.093 -3.277 1.249  0.07
N: -0.217 -2.464 0.654  -0.56
H: 4.834 1.933 -1.608  0.24
H: 4.570 0.206 -1.853  0.22
H: 4.881 0.830 -0.225  0.23
H: 1.935 2.500 -3.024  0.24
H: 0.817 1.170 -2.805  0.23
H: 2.458 0.860 -3.392  0.23
H: 2.604 3.756 -0.760  0.24
H: 2.963 3.034 0.805  0.23
H: 1.293 3.137 0.238  0.24
H: 0.881 -1.969 2.944  0.23
H: 2.372 -1.501 3.768  0.24
H: 2.443 -2.465 2.293  0.23
H: -0.344 0.608 2.460  0.21
H: 0.623 2.062 2.160  0.25
H: 0.787 1.153 3.668  0.26
H: 4.485 0.000 1.916  0.24
H: 3.808 0.637 3.420  0.24
H: 3.893 1.661 1.983  0.23
H: 4.601 -1.724 -0.688  0.25
H: 4.016 -3.363 -0.991  0.24
H: 3.995 -2.699 0.651  0.24
H: 2.488 -1.343 -3.135  0.24
H: 0.769 -1.474 -2.781  0.22
H: 1.761 -2.931 -2.846  0.24
H: 2.031 -4.759 -0.309  0.21
H: 0.389 -6.265 0.801  0.22
H: -1.658 -5.253 1.828  0.23
H: -1.981 -2.815 1.666  0.21

The HOMO energy is -8.06 eV. The total charge is 0. As for the HOMO-LUMO gap: 8.07 eV. The relative energy (zero: lowest compared OMol25 entry of this formula, charge and spin) is 1.32 kcal/mol.

Density functional theory data (wB97M-V/def2-TZVPD) for a structure of composition C29H41BrN3O3PSi2TeTi.

Each line ends with the Löwdin spin population.
Geometry (Å):
Ti: 0.075 -0.072 0.285  0.92
C: -4.347 -1.563 1.201  0.00
Si: -3.011 -1.384 -0.138  0.00
C: -3.850 -1.341 -1.822  0.00
C: -2.078 -3.007 -0.013  0.00
N: -1.986 -0.011 0.069  0.01
C: -2.471 1.291 -0.036  0.01
C: -3.810 1.683 0.011  0.00
C: -4.182 3.026 -0.024  0.00
C: -3.211 4.007 -0.094  0.00
C: -1.869 3.640 -0.168  0.00
C: -1.478 2.301 -0.188  0.00
N: -0.173 1.843 -0.283  0.00
Si: 1.085 2.788 -1.011  0.00
C: 0.440 3.805 -2.464  0.00
C: 2.398 1.636 -1.690  0.00
C: 1.926 3.962 0.205  0.00
H: -4.972 -2.432 0.971  0.00
H: -5.004 -0.701 1.320  0.00
H: -3.875 -1.756 2.169  0.00
H: -4.432 -2.251 -1.991  0.00
H: -3.082 -1.275 -2.597  0.00
H: -4.515 -0.483 -1.939  0.00
H: -2.765 -3.807 -0.311  0.00
H: -1.759 -3.226 1.009  0.00
H: -1.201 -3.046 -0.659  0.00
H: -4.584 0.931 0.088  0.00
H: -5.232 3.293 0.021  0.00
H: -3.484 5.056 -0.095  0.00
H: -1.110 4.412 -0.218  0.00
H: -0.340 3.256 -2.996  0.00
H: 1.263 3.989 -3.160  0.00
H: 0.028 4.772 -2.172  0.00
H: 1.990 1.006 -2.482  0.00
H: 2.809 0.978 -0.923  0.00
H: 3.217 2.235 -2.102  0.00
H: 1.206 4.623 0.694  0.00
H: 2.661 4.590 -0.308  0.00
H: 2.450 3.387 0.971  0.00
Br: 1.736 -5.390 2.032  0.00
C: 0.421 -2.305 2.567  0.00
C: 0.220 -2.930 3.795  0.00
C: -0.774 -2.459 4.630  0.00
C: -1.548 -1.378 4.228  0.00
C: -1.294 -0.819 2.994  0.00
N: -0.335 -1.273 2.178  0.00
H: 0.842 -3.767 4.073  0.00
H: -0.941 -2.929 5.591  0.00
H: -2.340 -0.979 4.846  0.00
H: -1.884 0.000 2.602  0.00
C: 5.366 0.196 0.526  0.00
C: 4.959 0.787 1.861  0.00
O: 3.610 1.257 1.834  0.00
P: 2.454 0.181 2.307  0.00
O: 1.990 -0.506 0.944  0.00
Te: 1.944 -2.929 1.227  0.00
O: 1.192 1.240 2.328  0.00
C: 1.047 2.207 3.367  0.00
C: -0.326 2.828 3.254  0.00
H: 6.414 -0.112 0.555  0.00
H: 5.239 0.930 -0.270  0.00
H: 4.753 -0.673 0.285  0.00
H: 5.582 1.647 2.112  0.00
H: 5.075 0.046 2.662  0.00
H: 1.825 2.965 3.249  0.00
H: 1.190 1.722 4.340  0.00
H: -0.480 3.230 2.253  0.00
H: -0.440 3.632 3.983  0.00
H: -1.105 2.086 3.438  0.00
C: 0.410 -1.235 -1.485  0.00
C: 0.603 -1.897 -2.491  0.02
C: 0.827 -2.688 -3.662  0.00
C: 2.067 -2.681 -4.310  0.00
C: 2.278 -3.451 -5.443  0.00
C: 1.259 -4.244 -5.953  0.00
C: 0.024 -4.260 -5.319  0.00
C: -0.191 -3.492 -4.186  0.00
H: 2.858 -2.061 -3.909  0.00
H: 3.246 -3.431 -5.931  0.00
H: 1.426 -4.845 -6.839  0.00
H: -0.778 -4.875 -5.708  0.00
H: -1.153 -3.501 -3.689  0.00

The HOMO energy (spin up / spin down) is -3.96 / -3.96 eV. The total charge is -1. As for the HOMO-LUMO gap (spin up / spin down): 6.26 / 6.24 eV. The relative energy (zero: lowest compared OMol25 entry of this formula, charge and spin) is 1.51 kcal/mol. The spin multiplicity is 2.